1.
C3H4NS | wB97M-V/def2-TZVPD

Element x y z (Å)
S1 1.76984 -0.32757 0.01292
N1 0.05616 1.55555 0.02078
C1 1.36982 1.27897 0.00178
C2 -0.69909 0.52796 -0.01637
C3 0.01213 -0.87028 -0.04127
H1 -0.20176 -1.71601 -0.86609
H2 -0.19187 -1.25612 0.87387
H3 -1.74383 0.62420 0.00142
H4 2.02065 2.03877 0.13570

Results
calculated total energy = -569.3215 Ha
HOMO level = -16.29 eV
max |F| = 4.43 eV/Å
LUMO energy = -6.923 eV
Kohn-Sham gap = 9.37 eV
relative energy (zero: lowest compared OMol25 entry of this formula, charge and spin) = 16.3 kcal/mol
charge = +1


2.
C21H28BClN2O8S | wB97M-V/def2-TZVPD

Element x y z (Å)
Cl1 -6.99674 1.52290 -2.28094
S1 -5.23308 1.23694 -1.32625
O1 1.08814 4.28460 -0.60610
O2 4.16708 2.83883 -0.87492
O3 3.47074 1.24832 -2.51604
O4 0.62713 3.00454 -2.31927
O5 -1.19678 -2.18409 3.29194
O6 1.24681 -5.57262 0.95409
O7 -5.52795 0.81384 0.00418
O8 -4.40585 0.41276 -2.14681
N1 3.22176 -2.85996 -0.15651
N2 1.52504 -0.13296 1.50438
C1 1.83089 -1.26355 2.41448
C2 -4.47290 2.85219 -1.23865
C3 -2.13565 -1.78243 0.04741
C4 -1.10543 -2.07137 0.94592
C5 -0.08319 -2.94154 0.58012
C6 2.26578 1.29128 -0.23375
C7 1.07469 1.99929 -0.14763
C8 2.48115 0.21207 0.61138
C9 -3.48006 2.91047 -0.09600
C10 -1.19236 2.44242 0.79353
C11 -1.06868 -3.25387 -1.56288
C12 0.91717 3.19160 -1.03428
C13 3.63357 -1.57026 -0.69327
C14 3.74393 -0.56806 0.49438
C15 -2.20633 2.09222 -0.29728
C16 -2.10475 -2.39564 -1.19491
C17 -0.03836 -3.52947 -0.67768
C18 0.07423 1.61518 0.74655
C19 -0.68158 -0.01719 2.54294
C20 -1.03680 -1.50628 2.32075
C21 0.32416 0.50465 1.56167
B1 3.35664 1.80004 -1.27590
H1 -3.95441 2.57983 0.82420
H2 -1.59085 0.56500 2.58167
H3 1.91525 -2.18037 1.84668
H4 -2.90686 -2.21997 -1.89389
H5 -2.93870 -1.12295 0.33918
H6 1.12974 -1.34204 3.22635
H7 -3.19836 3.95579 0.00751
H8 4.57837 -1.58518 -1.23803
H9 -0.88407 3.46168 0.58270
H10 2.89074 -1.20642 -1.39555
H11 4.08082 3.62656 -1.42345
H12 4.38040 1.36824 -2.81725
H13 0.77405 -4.21057 -0.87752
H14 -1.76978 2.40776 -1.24700
H15 4.03721 -3.40433 0.09038
H16 -0.24725 0.02888 3.53836
H17 0.82939 -5.08990 1.67592
H18 0.69612 -3.20312 1.27141
H19 2.69236 -3.39471 -0.83086
H20 3.95548 -1.19105 1.35040
H21 -4.05770 3.10109 -2.20881
H22 -2.38791 1.02886 -0.40555
H23 4.60566 0.08146 0.36789
H24 0.49648 2.06781 -2.52672
H25 -1.63632 2.47041 1.78172
H26 -1.08679 -3.69618 -2.54591
H27 -5.28716 3.55235 -1.06159
H28 2.80168 -1.07372 2.85315

Results
calculated total energy = -2411.6431 Ha
HOMO level = -5.09 eV
max |F| = 1.15 eV/Å
LUMO energy = -1.527 eV
Kohn-Sham gap = 3.56 eV


3.
C6H7NOS2 | wB97M-V/def2-TZVPD

Element x y z (Å)
S1 -1.10337 -4.39101 0.26755
S2 0.85735 -3.12733 2.08872
O1 -3.16781 -3.06437 0.73212
N1 -1.93958 -3.07707 0.53226
C1 -0.71121 0.40266 -0.26287
C2 -1.30529 -1.85341 0.42776
C3 0.30168 -1.83861 1.29911
C4 1.13645 -0.64854 0.87982
C5 0.70521 -0.03930 -0.44405
C6 -1.63238 -0.79345 -0.28984
H1 0.97800 0.01398 1.87738
H2 -0.94311 1.23217 -0.91925
H3 1.45131 0.59098 -0.85414
H4 -0.69107 0.82272 0.73747
H5 0.53707 -0.74893 -1.20628
H6 2.18280 -0.72650 0.98564
H7 -2.43570 -0.74003 -0.94982

Results
calculated total energy = -1158.9472 Ha
HOMO level (spin up / spin down) = -7.30 / -8.99 eV
max |F| = 4.68 eV/Å
LUMO energy (spin up / spin down) = -0.859 / -2.281 eV
<S²> = 2.0113
Kohn-Sham gap (spin up / spin down) = 6.44 / 6.70 eV
relative energy (zero: lowest compared OMol25 entry of this formula, charge and spin) = 0.0 kcal/mol
multiplicity = 3


4.
CH8N3 | wB97M-V/def2-TZVPD

Element x y z (Å)
N1 0.43587 -0.99301 0.62148
N2 -0.05800 -0.39701 -1.57478
N3 0.07813 1.51742 1.04224
C1 0.02300 -1.33573 -0.56686
H1 0.89709 1.96466 0.61694
H2 0.18894 -0.70319 -2.51069
H3 0.58666 0.09561 0.95702
H4 0.05834 1.89916 1.98598
H5 -0.95943 0.06351 -1.55889
H6 -0.03405 -1.72537 1.16828
H7 -0.73670 1.88862 0.56936
H8 -0.47984 -2.27468 -0.75009

Results
calculated total energy = -206.8957 Ha
HOMO level = -15.16 eV
max |F| = 3.09 eV/Å
LUMO energy = -4.420 eV
Kohn-Sham gap = 10.74 eV
relative energy (zero: lowest compared OMol25 entry of this formula, charge and spin) = 40.1 kcal/mol
charge = +1


5.
C31H88N12O15 | wB97M-V/def2-TZVPD

Element x y z (Å)
O1 0.56976 8.84732 1.38743
O2 -1.64774 -8.80472 -0.03117
O3 -2.41413 -0.43780 5.65020
O4 0.70678 -3.06333 -0.59560
O5 2.63679 2.91294 1.40013
O6 -2.06464 -3.52544 -4.69907
O7 -3.22923 -3.73531 0.76483
O8 4.19955 -3.71265 -0.75696
O9 -1.98349 0.02629 -3.10373
O10 3.21959 -0.00382 1.95058
O11 4.55190 4.97826 4.88622
O12 -3.81186 1.35730 -6.62645
O13 0.07802 4.24196 -2.96960
O14 -3.07293 1.76151 1.22692
O15 1.72768 -0.13847 -5.97957
N1 4.26192 2.11688 3.73991
N2 -4.39867 3.57937 -6.75642
N3 -0.26229 -4.12158 1.27571
N4 0.92744 6.75057 -0.45577
N5 -2.15176 -6.64496 -2.84282
N6 -0.55543 -0.14603 -1.27079
N7 -2.75015 -0.92619 2.05195
N8 2.02785 -4.47197 0.72351
N9 3.11710 -1.92992 -1.72968
N10 5.48228 -1.87896 -1.34914
N11 -3.32899 2.66244 -4.78494
N12 -1.09939 -2.03464 -2.46257
C1 -1.68413 -10.17714 0.34290
C2 1.63991 8.00719 -0.58263
C3 -2.57270 -3.05496 -5.91436
C4 1.38153 2.48643 0.88642
C5 -1.27470 -0.66578 -2.36219
C6 0.64695 6.17518 -1.77162
C7 -0.43944 2.93553 -2.92061
C8 0.30840 4.72062 -1.68217
C9 -2.48400 -4.82990 -4.39558
C10 4.24717 -2.54904 -1.19088
C11 5.41756 5.05475 6.02689
C12 4.69329 0.72626 3.64305
C13 0.68336 9.21271 2.73045
C14 -3.83167 2.45475 2.21477
C15 3.56559 -0.20835 3.30049
C16 -4.17764 -2.87654 1.35602
C17 1.82125 8.66534 0.75782
C18 0.61129 0.22570 -5.19283
C19 2.33458 -0.97754 1.48587
C20 -1.51717 0.14052 6.53358
C21 -3.50166 -5.08772 1.09822
C22 -1.36029 -7.14020 -1.72310
C23 -3.88452 -1.39735 1.22315
C24 -3.78551 2.46504 -6.11552
C25 5.14260 4.44281 3.75304
C26 -1.68550 -8.60624 -1.44185
C27 -2.09104 -0.18285 4.31136
C28 -1.85382 -5.24510 -3.08876
C29 -2.98134 -1.08020 3.50452
C30 0.81965 -3.86662 0.36502
C31 5.45573 2.95901 3.78300
H1 -1.66927 -0.26619 7.53294
H2 2.70808 3.86219 1.26994
H3 -3.66425 -1.16163 0.17845
H4 1.16962 4.19307 -1.23513
H5 -0.91044 2.57530 -3.83137
H6 -1.03503 -0.35964 4.07380
H7 -4.76035 -0.81877 1.52099
H8 -4.59521 1.77233 2.61614
H9 1.55145 6.23107 -2.38996
H10 5.07000 0.38330 4.61559
H11 -2.59855 -5.67255 0.93379
H12 0.96088 10.26441 2.90791
H13 1.45880 8.64089 3.27029
H14 2.10618 -5.21219 1.37806
H15 2.22580 -2.37823 -1.57034
H16 6.28502 -2.43953 -1.13627
H17 -2.23427 -5.53127 -5.21055
H18 2.09306 -0.69152 0.46726
H19 -3.07276 3.57154 -4.47967
H20 -1.89408 -1.44141 1.85371
H21 -3.69855 -5.20639 2.17777
H22 0.67756 -0.13685 -4.16449
H23 3.91792 -1.23499 3.46124
H24 -2.08319 -7.20731 -3.67867
H25 -1.34808 -2.55828 -3.29944
H26 -2.22069 -2.04605 -6.12168
H27 -0.47240 -0.08124 6.28904
H28 -0.57958 0.84957 -1.14325
H29 2.32157 9.64707 0.68298
H30 6.18115 5.82103 5.83011
H31 1.78139 -1.09308 -6.03921
H32 -2.29312 -4.66181 -2.27708
H33 -3.05155 1.79171 -4.34051
H34 -0.25891 8.99865 3.23239
H35 -2.25858 0.88961 4.14534
H36 -0.77217 -5.04469 -3.13381
H37 -3.58095 -4.87807 -4.30735
H38 0.31993 2.29954 -2.47533
H39 0.01129 -0.71766 -0.68099
H40 6.09727 2.78447 2.89522
H41 1.49022 1.93854 -0.05443
H42 -0.78176 -10.71518 0.05585
H43 -1.38268 3.01320 -2.34511
H44 1.45488 -1.08822 2.12786
H45 -3.66346 -3.09025 -5.93365
H46 2.50670 8.09729 1.41138
H47 -0.28395 -7.00662 -1.90873
H48 4.43944 4.55274 2.91432
H49 2.81511 -1.96517 1.44553
H50 -4.04355 -0.90634 3.70301
H51 -2.60132 -10.60018 -0.09801
H52 6.06029 2.70728 4.66155
H53 -0.52863 4.48272 -1.00482
H54 -0.07484 6.80342 -2.31830
H55 5.99904 5.03367 3.38654
H56 -4.37768 -5.44788 0.55378
H57 -1.85332 -10.19463 1.41760
H58 -0.10778 -4.93106 1.84096
H59 -3.23092 2.81974 3.05161
H60 -2.15502 -3.63487 -6.75456
H61 5.83562 4.07960 6.28843
H62 0.75548 3.35803 0.70385
H63 -5.14293 -3.09206 0.87024
H64 -2.96323 0.79976 1.51956
H65 -1.22049 -3.86956 1.01576
H66 -1.68396 1.22161 6.58000
H67 3.16465 -0.94872 -1.91179
H68 3.82075 2.30126 2.82327
H69 -4.41489 4.47540 -6.32221
H70 2.69633 0.01697 3.93047
H71 1.08149 8.71171 -1.22656
H72 -0.65864 -2.55218 -1.70614
H73 0.87415 1.82996 1.59272
H74 0.47923 1.30487 -5.17412
H75 -2.70542 -8.85968 -1.77841
H76 5.54221 -0.89720 -1.49168
H77 5.50192 0.59755 2.90523
H78 0.04420 6.99119 -0.01091
H79 2.61545 7.81142 -1.02877
H80 -1.63913 -6.61533 -0.80904
H81 -0.31210 -0.12816 -5.66745
H82 2.85148 -4.20583 0.17155
H83 4.79089 5.39954 6.84801
H84 -1.01116 -9.28547 -1.99040
H85 -4.77833 3.50073 -7.67526
H86 -4.31706 -3.09621 2.42249
H87 -2.80679 -2.10224 3.87520
H88 -4.34519 3.26306 1.69817

Results
calculated total energy = -3019.5222 Ha
HOMO level = -8.73 eV
max |F| = 2.86 eV/Å
SMILES string = COCCNCCOC.COCCNCCOC.COCCNCCOC.COCCNCCOC.NC(N)=O.NC(N)=O.NC(N)=O.NC(N)=O.CO.CO.CO
LUMO energy = 0.424 eV
Kohn-Sham gap = 9.15 eV
relative energy (zero: lowest compared OMol25 entry of this formula, charge and spin) = 0.0 kcal/mol


6.
C5H9NO | wB97M-V/def2-TZVPD

Element x y z (Å)
O1 0.98801 1.06063 -1.16448
N1 0.58135 -1.76456 1.76578
C1 0.58720 0.15789 -0.16937
C2 -0.85702 0.40441 0.17573
C3 1.30630 -0.83869 1.85646
C4 1.79354 0.04354 0.77661
C5 -1.74896 -0.14350 -0.95129
H1 0.36538 -1.44172 0.18786
H2 -1.54158 0.32776 -1.92146
H3 2.29178 0.99415 0.96073
H4 0.25435 1.65181 -1.41869
H5 -2.80290 0.02573 -0.71777
H6 2.51288 -0.61204 0.27265
H7 -1.06816 1.47580 0.32004
H8 -1.58608 -1.22007 -1.07514
H9 -1.07609 -0.12113 1.10234

Results
calculated total energy = -325.7513 Ha
HOMO level = -8.67 eV
max |F| = 2.83 eV/Å
LUMO energy = 0.241 eV
Kohn-Sham gap = 8.92 eV
relative energy (zero: lowest compared OMol25 entry of this formula, charge and spin) = 116.9 kcal/mol


7.
C2H8N5O | wB97M-V/def2-TZVPD

Element x y z (Å)
O1 1.77151 1.08031 0.95219
N1 2.98920 -0.61485 -0.05479
N2 -1.38582 -0.40303 1.26882
N3 -0.47047 0.33262 -0.79968
N4 -0.25236 1.67391 -0.49166
N5 -1.14272 -1.81547 -0.67754
C1 -1.02206 -0.52417 -0.03068
C2 2.37689 0.21710 0.49629
H1 0.56715 1.65418 0.39439
H2 -2.01991 -2.19369 -0.42417
H3 -1.36047 -1.30393 1.73876
H4 -1.08960 2.16922 -0.19941
H5 0.10438 2.08409 -1.42620
H6 -1.65632 0.47614 1.66805
H7 -1.01352 -1.78564 -1.66740
H8 3.60411 -1.04679 -0.74698

Results
calculated total energy = -429.7422 Ha
HOMO level = -13.52 eV
max |F| = 4.89 eV/Å
LUMO energy = -3.209 eV
Kohn-Sham gap = 10.31 eV
relative energy (zero: lowest compared OMol25 entry of this formula, charge and spin) = 27.0 kcal/mol
charge = +1


8.
C9H6F3NOS | wB97M-V/def2-TZVPD

Element x y z (Å)
S1 2.01226 -0.24097 1.14461
F1 2.44847 1.70283 -0.76305
F2 4.12813 1.21829 0.50561
F3 3.77537 -0.06651 -1.09915
O1 1.18721 0.76243 1.66777
N1 1.07085 -3.53618 -0.50794
C1 -0.46426 -0.41318 -0.18637
C2 0.99919 -2.38245 -0.51413
C3 -2.86543 0.85212 0.53028
C4 -0.70948 0.98933 -0.46457
C5 3.13796 0.66934 -0.19029
C6 -1.91292 1.59882 -0.15383
C7 0.84006 -1.00594 -0.55971
C8 -2.68923 -0.53292 0.73122
C9 -1.51239 -1.19804 0.38461
H1 -1.36107 -2.32433 0.44128
H2 0.07018 1.58279 -1.11282
H3 -3.41477 -1.22967 1.09810
H4 -2.03983 2.55658 -0.45682
H5 -3.88382 1.37254 0.79039
H6 1.18353 -0.37488 -1.28521

Results
calculated total energy = -1174.2356 Ha
HOMO level = -9.26 eV
max |F| = 5.50 eV/Å
LUMO energy = -0.770 eV
Kohn-Sham gap = 8.49 eV
relative energy (zero: lowest compared OMol25 entry of this formula, charge and spin) = 0.0 kcal/mol